# C4H11NO2

An isolated molecule of C4H11NO2 (ωB97M-V/def2-TZVPD, the OMol25 dataset).

For the electronic energy, the calculation gives -9910.0977 eV. For the energy relative to the best compared isomer or geometry (same formula, charge and spin), the calculation gives 2.144 eV. The SMILES is C[C@H](O)[C@@H](N)CO. For the gap between HOMO and LUMO, the calculation gives 10.44 eV.

Structure (XYZ):
```
18
Properties=species:S:1:pos:R:3:forces:R:3
C -1.9607 -0.7399 0.6715 0.22 -1.20 0.24
C -0.5554 -0.1668 0.9860 -0.56 -0.61 -0.94
O -0.7172 0.9738 1.7649 0.80 0.65 0.77
C 0.2652 0.0733 -0.3212 -1.59 -1.98 -0.44
N -0.1363 1.2775 -1.0988 0.47 -0.89 0.19
C 1.7449 -0.0848 -0.0474 -0.24 -1.22 -0.49
O 2.5685 -0.2006 -1.2001 0.99 0.86 -0.11
H -2.6765 -0.6399 1.5658 0.77 0.57 -1.86
H -1.7917 -1.8082 0.6569 -0.06 -0.69 -0.01
H -2.2598 -0.5980 -0.3998 -0.54 0.79 1.26
H -0.0059 -1.0253 1.4825 -0.40 1.47 0.27
H -0.7515 1.7505 1.1860 -0.01 -0.28 -0.10
H -0.1108 -0.8321 -0.9144 1.01 0.87 0.43
H -0.5275 0.9255 -1.9742 -0.22 0.38 0.36
H 0.7356 1.6835 -1.3992 0.22 0.66 -0.02
H 2.0931 0.6175 0.7067 0.33 0.69 -0.46
H 1.9322 -1.0559 0.3975 -0.60 -0.22 0.63
H 2.1536 -0.1500 -2.0627 -0.60 0.16 0.28
```
Forces are in eV/Å.

Here are the Mulliken charges for atoms 1 to 8, given in e: C -1.2850; C 0.3813; O -0.5549; C -0.1780; N -0.6541; C -0.6094; O -0.5431; H 0.3064